Record 1
{"formula": "CH2N2O4S", "method": "ωB97M-V/def2-TZVPD", "symbols": ["O", "N", "N", "H", "O", "O", "H", "O", "C", "S"], "positions_angstrom": [[2.58595, 0.23718, -0.60900], [-1.57434, -1.72002, -0.12810], [0.25286, 0.98064, -0.94795], [-2.64986, -1.69220, -0.04339], [0.68767, -1.42751, 0.35241], [1.28070, 0.87340, 1.40230], [-0.60911, 2.30325, 0.03995], [-0.85947, 1.44517, -0.20837], [-0.45651, -1.49184, 0.11126], [1.34211, 0.49191, 0.03090]], "energy_ev": -23070.2906, "gap_ha": 0.38784, "de_lowest_kj_mol": 187.46}



Record 2
{"formula": "C4H8BrNS", "method": "ωB97M-V/def2-TZVPD", "symbols": ["C", "H", "C", "H", "H", "C", "H", "H", "C", "H", "N", "H", "H", "S", "Br"], "positions_angstrom": [[1.40711, -1.48865, 0.08472], [3.35264, -2.02198, 0.62356], [-2.20665, 0.27109, -0.67250], [-1.82274, 0.76442, -1.58723], [-1.29891, 1.86188, 0.40551], [-1.03225, 0.75774, 0.31248], [2.76890, -0.47391, 1.08886], [-3.15761, 0.74907, -0.35844], [0.38756, 0.87293, -0.28385], [-1.00155, 0.34800, 1.41993], [2.53221, -1.38652, 0.65798], [-2.28593, -0.79623, -0.81690], [0.38782, 1.25714, -1.34420], [0.41499, -2.66074, -0.37716], [1.55441, 1.94576, 0.84725]], "energy_ev": -86641.8917, "gap_ha": [0.28188, 0.27546], "de_lowest_kj_mol": 114.55}



Record 3
{"formula": "C21H22N2O3", "method": "ωB97M-V/def2-TZVPD", "symbols": ["H", "C", "H", "H", "C", "H", "C", "C", "H", "H", "C", "C", "H", "C", "C", "H", "H", "H", "H", "C", "H", "C", "C", "H", "H", "C", "H", "H", "C", "C", "C", "O", "H", "C", "H", "N", "C", "N", "H", "C", "O", "H", "C", "H", "C", "C", "H", "O"], "positions_angstrom": [[-1.54351, 1.91560, 1.13706], [-5.68921, -1.24921, -1.21893], [-2.87682, 3.67186, 0.42174], [0.75373, -4.31640, -0.46117], [3.01485, -5.18457, -0.20656], [2.81702, 0.38519, 1.75370], [3.20504, 2.15948, -1.93474], [-3.77726, -0.19726, -0.29123], [3.89761, 4.03923, -2.69343], [-6.72468, -0.97037, -1.40781], [1.06330, -1.24173, 0.71342], [-3.23739, 0.98469, 0.30036], [-5.20750, -1.51600, -2.16588], [2.79505, 1.45317, -0.81866], [-2.96649, -1.28320, -0.46338], [2.09579, -1.27927, 1.00865], [4.07361, -5.31058, -0.00074], [-3.34532, -2.19139, -0.90551], [3.81485, 5.14925, -0.49100], [0.51556, -2.38794, 0.13200], [-4.54399, 3.87432, 1.01308], [-3.67983, 3.21175, 1.00893], [2.25184, 1.30925, 1.63287], [-1.23513, -3.28576, -0.71132], [3.07594, 3.89755, 1.49234], [-1.06695, -0.09781, 0.51622], [0.27718, 1.83774, 1.46534], [2.44827, -5.90505, 0.37995], [0.30920, -0.09843, 0.90777], [2.60268, -3.77006, 0.15974], [3.11060, 3.40681, 0.52919], [-4.12465, 2.01326, 0.43050], [-3.33640, 3.06168, 2.03874], [3.57387, 3.48975, -1.82167], [2.83192, -5.36866, -1.26331], [0.83820, 1.00334, 1.53839], [3.52745, 4.11213, -0.58655], [1.27998, -3.54640, -0.07140], [2.39505, 1.91344, 2.53506], [-1.60803, -1.26818, -0.07038], [-5.09149, -0.12040, -0.63527], [-5.66374, -2.11239, -0.54501], [2.74615, 2.07099, 0.42598], [3.24068, 1.66906, -2.89652], [-1.92434, 1.01378, 0.68491], [-0.80441, -2.40336, -0.25915], [2.51125, 0.41557, -0.90932], [3.38051, -2.95452, 0.60298]], "smiles": "COc1cc2cc(NC(C)=O)cc(NCc3ccccc3)c2cc1OC", "energy_ev": -31256.9685, "gap_ha": 0.28623, "de_lowest_kj_mol": 201.98}



Record 4
{"formula": "C5H11N2", "method": "ωB97M-V/def2-TZVPD", "symbols": ["C", "C", "H", "C", "N", "H", "H", "H", "H", "C", "H", "H", "H", "N", "H", "C", "H", "H"], "positions_angstrom": [[-0.13183, -2.54746, -1.42558], [-0.16980, -1.28595, -0.74656], [0.07993, -0.49540, -1.32612], [0.38846, 1.93153, 1.55486], [-0.30937, -1.17762, 0.50243], [-0.13848, 0.80891, 3.00315], [0.63270, 2.78826, 2.35621], [-1.14175, 1.22925, -0.41338], [0.03305, -0.00768, 1.21328], [-0.37152, 1.76918, -0.72517], [-0.32595, -2.11159, 0.87403], [-0.46800, -2.55940, -2.59268], [-0.38952, 2.04402, -1.81997], [0.04924, 0.80215, 2.00868], [1.36819, 2.94698, 0.08690], [0.57701, 2.17750, 0.14042], [-0.54332, -3.41187, -0.98179], [0.86095, -2.90083, -1.70870]], "total_charge": 1, "energy_ev": -8334.4534, "gap_ha": 0.38794, "de_lowest_kj_mol": 257.19}



Record 5
{"formula": "C40H59BrHfN4O7Si", "method": "ωB97M-V/def2-TZVPD", "symbols": ["H", "H", "H", "N", "C", "H", "C", "H", "H", "H", "H", "C", "C", "C", "N", "H", "H", "C", "C", "C", "H", "H", "H", "Br", "H", "C", "C", "C", "Si", "N", "C", "H", "H", "H", "H", "C", "H", "H", "H", "H", "H", "C", "H", "H", "C", "C", "H", "N", "O", "H", "C", "H", "H", "H", "H", "H", "H", "H", "C", "H", "H", "H", "O", "C", "H", "C", "C", "C", "H", "H", "H", "C", "H", "C", "H", "H", "H", "C", "C", "C", "C", "C", "H", "C", "C", "C", "C", "H", "O", "H", "H", "C", "C", "H", "H", "Hf", "O", "C", "H", "C", "C", "H", "H", "H", "O", "O", "C", "H", "O", "C", "H", "H", "H"], "positions_angstrom": [[12.89133, -19.66746, -0.74067], [6.14807, -18.35035, 1.07981], [14.43965, -15.03491, 4.57010], [9.38117, -15.67855, -1.00770], [6.23179, -13.67502, 1.87449], [10.57907, -17.00560, -2.13604], [14.01572, -16.56960, 0.24184], [11.36403, -21.25369, 2.80645], [14.66299, -18.36790, 2.23713], [12.09219, -15.55273, 6.20292], [14.22398, -18.80236, -1.45823], [14.38345, -12.44259, 3.94747], [11.54127, -15.12952, -2.33391], [5.62483, -13.24862, 4.51224], [11.86562, -13.67314, -0.34037], [16.36631, -12.77247, 3.19786], [10.70906, -19.84587, 0.83789], [14.83984, -13.20209, 1.75316], [10.27660, -19.41036, 2.89387], [7.52762, -13.11127, -1.47007], [4.13618, -13.35342, 1.50311], [15.56119, -13.53173, 0.97151], [7.70784, -13.92876, -3.38976], [7.93328, -16.41393, 5.02901], [9.08997, -9.82647, 1.43984], [9.19306, -19.73467, 3.93392], [9.80924, -19.80205, 1.47745], [6.50653, -13.62711, 0.48352], [11.61592, -17.07110, 2.24482], [6.83545, -17.50893, 2.83555], [13.08301, -16.74114, 4.66004], [7.63839, -10.86934, 1.01967], [4.98714, -17.32005, 5.74479], [14.61757, -11.99667, 4.87538], [12.66080, -13.34210, -2.22497], [13.01266, -13.38217, 0.08828], [8.85846, -17.72459, -0.63481], [14.67583, -16.04040, 5.92367], [8.23172, -19.33868, 3.62573], [15.47274, -18.92032, 0.77794], [7.42325, -15.79885, -1.78690], [13.10000, -18.07702, 5.39946], [8.66849, -11.31933, 2.38767], [9.01397, -19.08331, 1.18818], [8.79854, -16.76651, -0.15869], [13.51957, -18.03562, 0.41298], [12.52999, -15.59392, -2.37289], [7.61190, -13.62600, -0.14166], [11.23482, -12.96623, 2.29386], [12.04537, -18.50510, 5.44281], [4.29930, -18.04165, 3.83674], [12.34261, -12.23317, 4.43962], [6.46602, -12.98202, -1.67358], [13.84250, -13.31645, -0.58450], [11.30122, -16.40645, -0.63890], [3.79270, -18.66060, 1.90614], [7.76080, -16.47669, 0.06732], [11.84813, -14.95044, 4.52233], [5.27440, -17.50956, 4.67807], [9.31424, -20.79637, 1.51517], [5.59638, -13.37864, -0.10995], [7.99020, -12.15392, -1.48921], [8.49080, -14.11960, 2.48831], [8.70246, -10.89528, 1.41598], [12.46467, -19.86409, 2.76594], [15.31332, -12.81906, 2.99899], [5.81392, -18.04908, 2.03585], [6.92944, -13.46408, 4.16562], [5.38878, -13.15481, 5.56824], [15.25453, -16.57175, 4.26831], [3.32705, -18.19523, 4.21377], [8.41741, -15.43948, -2.09221], [13.49714, -17.87456, 6.39505], [4.91716, -13.47169, 2.24897], [9.31104, -16.87934, 0.79840], [12.51960, -18.13903, -1.37352], [9.44951, -19.28207, 4.96963], [11.75999, -13.72876, -1.78556], [12.52472, -12.89540, 2.47430], [13.28699, -18.69083, -0.90258], [4.55146, -18.25910, 2.48084], [6.54877, -17.23821, 4.09343], [8.70579, -16.04566, -2.97418], [4.59971, -13.27063, 3.59177], [13.02599, -12.51006, 3.68978], [8.26976, -13.93643, -2.47861], [11.93143, -15.84315, 5.13487], [14.29931, -16.12234, 1.18009], [10.93393, -15.67078, 1.78459], [13.32541, -15.91018, -0.25751], [10.96446, -13.00305, -1.96798], [13.46150, -13.14703, 1.45048], [11.54854, -20.23745, 3.18405], [11.69492, -20.37369, 4.28255], [3.58778, -13.14046, 3.85937], [9.89513, -13.99101, 1.11305], [9.80824, -11.30581, -0.65102], [7.25734, -13.77592, 2.83701], [11.15410, -15.04323, -3.35118], [10.68736, -16.10959, -1.47844], [9.51936, -11.79518, 0.48336], [14.93872, -16.55915, -0.31755], [10.94030, -16.36689, 4.98605], [9.20443, -20.82013, 4.06775], [12.24834, -18.01399, 0.99585], [12.88607, -16.93193, 3.21225], [14.45005, -16.05505, 4.84200], [7.76892, -13.43648, 4.82243], [10.52306, -18.00730, 3.00941], [14.47394, -18.88392, 1.28703], [9.23423, -13.50429, -2.63689], [13.78323, -18.73569, 4.88675], [14.05573, -19.90807, 1.42551]], "energy_ev": -141965.5144, "gap_ha": 0.26354, "de_lowest_kj_mol": 48.54}